The following is a quantum chemistry calculation of a structure of composition C2Br3F, from OMol25.

Each line ends with the natural charge from an NBO analysis.
Cartesian coordinates (Å):
Br -2.123 1.128 0.114  0.19
Br 0.170 0.974 -2.040  0.23
Br 0.150 -1.253 1.946  0.34
F 2.133 -0.936 -0.037  -0.54
C 0.178 -0.304 0.442  0.18
C -0.509 0.390 -0.425  -0.40

- LUMO energy (eV) = -2.0
- charge = 0
- energy relative to the best compared isomer or geometry (same formula, charge and spin) (kJ/mol) = 286.8
- orbital gap (eV) = 8.17
- E (a.u.) = -7897.9566


The following is a quantum chemistry calculation of a structure of composition C2Br4O, from OMol25.

Each line ends with the natural charge from an NBO analysis.
Cartesian coordinates (Å):
Br -1.969 1.725 -0.693  0.15
Br -2.173 -1.442 -0.094  0.18
Br -2.670 0.683 2.215  0.16
Br 2.574 1.599 -0.575  -0.01
O 0.782 -0.250 -1.795  -0.47
C 0.926 0.654 -1.096  0.46
C -1.947 0.285 0.535  -0.47

- 2S+1 = 3
- LUMO energy (alpha / beta) (eV) = -0.1 / -1.6
- charge = 0
- energy relative to the best compared isomer or geometry (same formula, charge and spin) (kJ/mol) = 0.0
- orbital gap (alpha / beta) (eV) = 8.51 / 9.00
- E (a.u.) = -10447.3842